Density functional theory data (wB97M-V/def2-TZVPD) for a structure of composition C3H5IO at a distorted geometry.

Positions of all 10 atoms, in Å:
C  0.01821  0.04905  -0.49745
C  1.03799  0.09460  0.52516
C  -1.42221  -0.17700  -0.09908
O  0.59206  1.24771  0.04709
I  3.74324  -0.21040  -0.04121
H  0.31063  -0.16653  -1.51699
H  1.06762  -0.18431  1.55876
H  -2.00956  -0.53908  -0.93581
H  -1.84009  0.77180  0.23663
H  -1.49790  -0.88585  0.72290

Atoms 1-6, force components in eV/Å:
C -0.4574 -0.9462 -0.3169
C 1.9107 0.1016 -0.8086
C 0.1595 0.0346 -0.0826
O 0.4226 0.7547 0.5451
I -2.2349 0.0996 0.3688
H 0.1313 0.0769 0.0210

ΔE to the lowest compared entry with this formula, charge and spin, kcal per mole: 41.2
Molecular weight, g mol⁻¹: 183.976
E_HOMO, eV: -8.9066
LUMO energy, eV: -1.033
Gap between HOMO and LUMO, eV: 7.9

***

Density functional theory data (wB97M-V/def2-TZVPD) for a structure of composition C3H5KO4 at a distorted geometry.

Positions of all 13 atoms, in Å:
C  2.58613  1.92615  -0.77926
C  3.17817  0.62110  -1.25863
O  2.84532  -0.46577  -0.56335
K  1.10320  -2.29757  -1.44788
H  3.01483  2.78095  -1.33449
H  1.49495  1.92380  -0.92004
H  2.81009  2.08762  0.28784
H  4.26266  0.67011  -1.49297
H  2.91152  0.04279  -3.23249
O  2.80094  -2.44987  -4.80886
C  2.09376  -1.43811  -4.56940
O  1.02261  -1.58837  -3.88208
O  2.75502  -0.28692  -4.39647

Atoms 1-6, force components in eV/Å:
C -0.0203 0.3275 -0.5708
C 0.3741 -1.4773 1.0227
O -0.3390 0.5948 -0.8584
K 0.5659 0.6398 -0.5116
H -0.2424 -0.2674 0.1157
H 0.2086 0.0977 0.1371

ΔE to the lowest compared entry with this formula, charge and spin, kcal per mole: 19.5
Molecular weight, g mol⁻¹: 144.167
E_HOMO (spin up / spin down), eV: -2.1426 / -3.6272
Multiplicity: 2
Net charge: -1
LUMO energy (spin up / spin down), eV: 1.935 / 1.925
Gap between HOMO and LUMO (spin up / spin down), eV: 4.1 / 5.6

***

Density functional theory data (wB97M-V/def2-TZVPD) for a structure of composition C3H5Li2O3 at a distorted geometry.

Positions of all 13 atoms, in Å:
H  2.79318  0.93392  0.37579
O  -1.14635  0.58463  -0.85802
C  -0.76997  -0.69465  -0.60925
C  0.04380  -0.93184  0.64808
O  1.41262  -0.53778  0.48205
C  1.76579  0.69676  0.71836
O  1.00512  1.62612  0.90764
Li  -1.90984  1.13619  -2.65490
Li  -0.81593  2.03556  0.67001
H  -0.32056  -1.15147  -1.51658
H  -1.73821  -1.26252  -0.53002
H  0.07733  -2.00707  0.84842
H  -0.39698  -0.42784  1.51843

Atoms 1-6, force components in eV/Å:
H -0.0455 -0.6574 0.9646
O -0.3285 0.4631 -0.2069
C 0.4309 -0.4036 -0.1460
C -0.0295 -0.1620 0.5904
O -0.0622 -0.6478 0.2459
C 0.6467 1.3141 -2.2588

ΔE to the lowest compared entry with this formula, charge and spin, kcal per mole: 0.0
Molecular weight, g mol⁻¹: 102.952
E_HOMO (spin up / spin down), eV: -19.4824 / -19.4431
Multiplicity: 2
Net charge: +2
LUMO energy (spin up / spin down), eV: -8.379 / -12.440
Gap between HOMO and LUMO (spin up / spin down), eV: 11.1 / 7.0